--- A ---
Formula: C6H12O3
Source: OMol25
Level of theory: the ωB97M-V functional and the def2-TZVPD basis

Structure (ORCA input):
```
! RIJCOSX wB97M-V def2-TZVPD def2/J DEFGRID3
* xyz 0 1
C -0.8207 1.1388 -0.2979
C -0.2853 0.7794 -1.6715
C -2.3237 1.3555 -0.3290
C -0.4997 -0.0145 0.9374
O -1.4657 -0.9666 0.9651
O 0.0511 0.3686 1.9624
H -1.4308 -1.3508 1.8595
H -0.3624 2.0772 0.0357
H -0.5348 1.5436 -2.4156
H 0.8074 0.7098 -1.6521
H -2.7090 1.5949 0.6657
H -2.5863 2.1724 -1.0100
H -0.6868 -0.1884 -1.9857
H -2.8375 0.4593 -0.6901
C 2.8217 -1.2829 0.8117
C 1.4971 -1.5927 0.1903
O 1.1721 -2.6568 -0.2766
H 0.7193 -0.5401 0.0440
H 3.6000 -1.3858 0.0505
H 2.8287 -0.2533 1.1744
H 3.0452 -1.9675 1.6319
*
```

LUMO energy	0.77	eV
SMILES	CC(C)C(=O)O.CC=O

***

--- B ---
Formula: C6H12O3
Source: OMol25
Level of theory: the ωB97M-V functional and the def2-TZVPD basis

Structure (ORCA input):
```
! RIJCOSX wB97M-V def2-TZVPD def2/J DEFGRID3
* xyz 0 1
C 0.8899 -0.6146 0.6208
C 0.8835 0.0740 -0.5532
C -1.9441 0.4381 1.5020
C 0.8941 -0.6477 -1.8613
C 1.0494 1.5576 -0.5814
C -1.5161 -0.7856 1.4163
O 1.1620 0.0565 1.8019
O 1.1385 -1.9622 0.6424
O -1.4111 -1.9547 1.5695
H 1.4003 -0.5821 2.4849
H 0.3685 -2.4102 1.0425
H -2.4724 0.9095 -1.7586
H -2.9913 0.6848 1.4593
H -1.2446 1.2409 1.6167
H -2.2692 0.6612 -1.0389
H 1.8309 -0.4570 -2.3762
H 0.2887 2.0140 -1.2045
H 0.0725 -0.3012 -2.4891
H 0.8138 -1.7212 -1.7318
H 2.0432 1.8067 -0.9854
H 1.0135 1.9930 0.4240
*
```

LUMO energy	0.48	eV

***

--- C ---
Formula: C6H12O3
Source: OMol25
Level of theory: the ωB97M-V functional and the def2-TZVPD basis

Structure (ORCA input):
```
! RIJCOSX wB97M-V def2-TZVPD def2/J DEFGRID3
* xyz 0 1
C -2.2522 -1.1502 -0.4832
C 0.3510 0.1145 -2.1015
C 0.0954 -0.4172 -0.7022
O -1.3320 -0.0739 -0.3120
O 0.5454 -1.4940 -0.3202
H -2.5159 -1.2721 -1.5386
H -3.1573 -0.8846 0.0656
H -1.8441 -2.0908 -0.1030
H 1.4188 0.0797 -2.3187
H -0.0128 1.1340 -2.2069
H -0.1649 -0.5416 -2.8067
C 2.2364 0.4893 1.0796
C -0.6869 0.4718 1.7711
C 0.9956 1.0353 0.4068
O 0.9227 2.1444 -0.0472
H 2.6261 1.2139 1.7956
H 2.0440 -0.4726 1.5508
H -0.2175 1.3314 2.2319
H -1.7620 0.5655 1.8001
H -0.2754 -0.5134 1.9386
H 2.9859 0.3305 0.3001
*
```

LUMO energy (spin up / spin down)	-1.16 / -0.75	eV

***

Most stable: A (next structure +29.1 kcal/mol)